1.
Computed, not measured: a structure of composition C30H38O3P2W, with the ωB97M-V functional and the def2-TZVPD basis.

```
! RIJCOSX wB97M-V def2-TZVPD def2/J DEFGRID3
* xyz 4 3
W 0.45 0.01 0.49
P -0.61 -2.14 1.33
P 1.23 1.98 -0.78
O -0.62 -0.77 -2.35
O 3.09 -1.49 -0.34
O -2.59 1.04 0.55
C -1.28 -4.76 0.43
C -4.08 -1.81 3.58
C -1.45 0.76 0.65
C 1.22 2.14 1.93
C -3.09 -2.35 2.75
C 0.71 -3.15 2.11
C 3.54 2.04 0.88
C -1.54 -3.37 0.37
C -0.71 3.18 -2.37
C 3.19 3.23 -2.36
C -0.18 -0.52 -1.28
C -3.05 -5.15 -1.18
C -2.03 -5.64 -0.35
C 2.15 -0.92 0.09
C -0.58 4.04 0.00
C 0.80 -3.28 3.50
C 2.09 2.59 0.76
C 2.67 -4.54 1.84
C -2.53 -2.88 -0.50
C -1.85 -1.69 2.62
C 2.74 -4.71 3.23
C 2.54 1.87 -2.06
C -2.55 -0.06 4.29
C -3.83 -0.64 4.30
C -1.55 -0.61 3.48
C 0.20 3.47 -1.18
C 1.81 -4.07 4.06
C 1.66 -3.77 1.27
C -3.29 -3.78 -1.26
C 2.02 1.22 -3.35
H -1.40 2.35 -2.15
H 0.06 -2.78 4.13
H -3.62 -5.85 -1.80
H -4.05 -3.40 -1.94
H 4.07 3.07 -3.01
H 3.65 0.98 0.61
H 1.69 2.51 2.86
H 4.23 2.62 0.25
H -1.35 3.34 0.35
H 3.54 3.76 -1.46
H -0.54 -0.18 3.53
H -5.03 -2.32 3.67
H -3.26 -3.28 2.20
H -1.10 4.95 -0.34
H 1.31 1.02 1.98
H 3.29 1.19 -1.62
H 3.41 -5.01 1.19
H -2.70 -1.81 -0.60
H -1.81 -6.70 -0.31
H 1.25 1.85 -3.82
H 2.50 3.88 -2.91
H 3.52 -5.33 3.67
H 0.15 2.41 1.93
H -0.48 -5.15 1.07
H 1.59 0.23 -3.18
H -4.62 -0.18 4.90
H 0.97 4.21 -1.47
H 2.86 1.13 -4.05
H 3.89 2.11 1.93
H 2.04 -0.03 3.33
H 0.06 4.32 0.85
H -0.15 2.95 -3.29
H -1.31 4.08 -2.57
H 1.60 -3.67 0.18
H -2.33 0.81 4.90
H 2.11 3.69 0.69
H 1.88 -4.16 5.14
H 1.39 -0.40 3.07
*
```

**HOMO energy (alpha / beta)**: -20.43 / -20.40 eV
**LUMO (alpha / beta)**: -15.4 / -16.0 eV
**Kohn-Sham gap (alpha / beta)**: 5.02 / 4.36 eV

---

2.
Computed, not measured: a structure of composition C30H39AuN9Si, with the ωB97M-V functional and the def2-TZVPD basis.

```
! RIJCOSX wB97M-V def2-TZVPD def2/J DEFGRID3
* xyz 1 1
Au -0.81 0.18 -0.60
Si -0.22 -2.06 -1.33
N -0.28 4.26 -1.94
N -0.80 -0.54 2.80
N 0.31 0.81 1.31
N -0.22 2.38 -3.29
N -6.62 -1.40 0.14
N 1.52 -0.41 2.91
N -5.06 0.29 -0.65
N 0.47 2.18 -1.10
N -2.77 0.65 -1.28
C -0.14 5.21 -3.02
C 0.35 -0.02 2.36
C 1.54 -3.19 0.66
C 3.84 -2.75 -0.80
C -1.50 -3.42 -1.02
C -5.87 -0.62 -0.25
C 2.62 -2.35 -1.29
C 2.16 3.62 -0.14
C 1.69 -0.60 4.34
C -3.32 -5.53 -0.85
C 2.85 4.07 0.95
C -2.08 0.02 2.43
C -2.84 -3.18 -0.73
C -1.43 2.65 -4.05
C 1.66 2.52 2.34
C -1.08 -4.74 -1.21
C 1.06 1.93 1.21
C 0.02 2.94 -2.08
C 1.21 2.59 -0.05
C 2.76 -0.31 2.18
C -0.59 4.86 -0.67
C 2.76 -3.58 1.17
C -3.75 -4.23 -0.64
C 1.45 -2.56 -0.57
C -1.99 -5.78 -1.13
C 2.56 3.56 2.22
C -3.86 0.37 -0.94
C -0.90 -1.84 3.42
C 3.92 -3.36 0.44
C 0.41 1.13 -3.65
H -1.18 2.89 -5.08
H -1.08 5.74 -3.19
H 3.40 -1.15 2.47
H 1.42 2.13 3.32
H 0.64 -3.39 1.23
H -1.96 1.02 2.01
H 0.61 5.94 -2.74
H -4.78 -4.02 -0.43
H -1.46 5.51 -0.79
H 0.04 -1.98 -2.79
H -1.65 -6.79 -1.30
H 0.07 -2.32 3.47
H -3.18 -2.17 -0.59
H 0.24 5.47 -0.29
H 4.74 -2.60 -1.38
H -1.33 -1.76 4.43
H 2.82 -4.08 2.13
H 1.34 1.01 -3.10
H -0.24 0.29 -3.43
H 3.05 3.95 3.10
H -1.58 -2.47 2.83
H 0.17 4.71 -3.93
H -2.00 3.46 -3.61
H -2.71 0.09 3.32
H -0.83 4.10 0.07
H 2.56 -0.38 1.11
H 0.63 1.15 -4.72
H -0.04 -4.95 -1.43
H 2.35 4.05 -1.12
H 2.02 -1.62 4.58
H 3.30 0.62 2.38
H 0.77 -0.39 4.87
H 3.59 4.86 0.86
H -4.03 -6.34 -0.81
H 2.46 0.09 4.70
H 4.87 -3.68 0.83
H -2.05 1.75 -4.04
H 2.56 -1.87 -2.27
H -2.59 -0.61 1.70
*
```

**HOMO energy (alpha / beta)**: -10.10 / -10.10 eV
**LUMO (alpha / beta)**: -5.5 / -5.5 eV
**Kohn-Sham gap (alpha / beta)**: 4.60 / 4.60 eV

---

3.
Computed, not measured: a structure of composition C30H39FeN3OS, with the ωB97M-V functional and the def2-TZVPD basis.

```
! RIJCOSX wB97M-V def2-TZVPD def2/J DEFGRID3
* xyz -1 6
Fe 0.14 -0.15 0.00
S 2.66 -2.27 3.38
O 1.44 -1.34 1.73
N -1.89 2.13 -0.50
N 0.92 0.40 1.77
N -1.74 1.44 1.55
C 2.26 0.26 1.94
C 2.29 -2.60 0.35
C -0.73 3.10 -4.47
C -0.22 -2.08 0.88
C -2.85 2.83 0.22
C 2.04 0.18 4.34
C -1.85 -1.19 -2.41
C -0.27 3.38 -5.88
C -0.34 3.21 -2.05
C 2.88 0.15 3.18
C 0.44 3.77 -0.88
C 0.92 -2.11 0.00
C -1.53 2.47 -1.85
C -2.39 2.16 -2.92
C -1.96 2.47 -4.22
C 0.69 0.37 4.19
C 0.10 0.56 2.89
C -3.76 1.57 -2.69
C -1.25 0.88 2.75
C -1.20 1.23 0.31
C 2.19 -4.06 3.35
C 0.45 -1.73 -1.31
C -0.19 -2.48 2.33
C -1.37 -1.65 0.14
C -2.76 -1.52 0.67
C -2.76 2.39 1.51
C -0.95 -1.43 -1.23
C 0.05 3.49 -3.37
C 1.25 -1.76 -2.58
C 4.39 -2.52 2.69
H -2.75 -1.19 1.73
H -3.30 2.69 2.41
H 0.75 -2.19 2.81
H -1.02 -2.02 2.89
H 3.96 0.04 3.25
H -1.88 1.05 3.63
H -3.30 -2.49 0.62
H -2.84 -0.83 -2.09
H 1.17 -2.76 -3.05
H 2.85 0.21 1.02
H -2.00 -2.13 -2.97
H 0.55 3.04 -0.06
H -1.42 -0.44 -3.10
H 1.97 -4.44 2.33
H 0.99 4.04 -3.54
H -3.83 1.04 -1.73
H -3.34 -0.78 0.10
H 0.17 4.38 -5.97
H 2.36 -3.70 0.21
H 2.32 -1.57 -2.40
H 2.55 -2.37 1.39
H 4.46 -3.46 2.10
H 0.90 -1.02 -3.31
H -1.09 3.29 -6.61
H -4.04 0.87 -3.50
H 2.48 0.06 5.34
H 0.03 0.43 5.06
H 0.52 2.65 -6.18
H 4.69 -1.69 2.03
H 1.33 -4.22 4.03
H 1.45 4.09 -1.20
H -0.29 -3.58 2.41
H 3.06 -2.14 -0.30
H -3.48 3.58 -0.25
H 5.10 -2.58 3.54
H 3.02 -4.66 3.77
H -0.09 4.65 -0.47
H -4.52 2.38 -2.68
H -2.61 2.21 -5.07
*
```

**HOMO energy (alpha / beta)**: -1.85 / -1.96 eV
**Energy relative to the best compared isomer or geometry (same formula, charge and spin)**: 221.7 kcal/mol
**LUMO (alpha / beta)**: 2.5 / 2.5 eV
**Kohn-Sham gap (alpha / beta)**: 4.40 / 4.49 eV

---

no.,calculated total energy (eV),maximum force (eV Å⁻¹)
1,-58225.5006,8.31
2,-56715.8325,2.74
3,-83471.1017,7.23